No. 1
19
Properties=species:S:1:pos:R:3:forces:R:3:mulliken_charge:R:1 method="wB97M-V/def2-TZVPD" charge=0 lumo_energy_ev=0.7724 smiles=OCCCO.O.O homo_ev=-9.8970 homo_lumo_gap_ev=10.67 multiplicity=1
O 2.36373 0.01214 -0.59497 0.006 3.159 0.196 -0.49
C 0.97704 0.20058 -0.37294 -1.147 0.338 -0.689 -0.66
C 0.05121 0.50811 -1.55734 -1.934 -1.352 -0.547 -0.29
C -1.45395 0.42699 -1.05447 -0.717 3.114 1.037 -0.44
O -2.29305 0.56597 -2.17769 -1.398 -4.307 1.349 -0.49
H 2.66953 0.97263 -0.55303 0.190 -2.092 -0.294 0.33
H 0.59809 -0.72788 -0.04256 -0.216 -1.221 0.654 0.32
H 0.68502 0.92857 0.40717 0.784 -0.099 -0.047 0.33
H 0.05800 1.47939 -2.07322 0.714 0.036 0.489 0.32
H 0.04836 -0.24253 -2.40620 0.570 0.525 1.074 0.23
H -1.90033 -0.44417 -0.54585 1.144 0.201 0.167 0.36
H -1.72418 1.46304 -0.40316 1.043 -2.846 -0.873 0.22
H -2.03893 1.34707 -2.50662 0.964 4.540 -2.525 0.28
O -5.70789 -0.13309 2.40250 -1.117 0.713 0.067 -0.65
H -4.96166 -0.37858 2.96125 -0.485 0.407 0.312 0.32
H -6.37280 0.44754 2.86863 1.604 -1.120 -0.375 0.33
O 6.00208 -2.09685 2.05467 0.033 0.021 0.310 -0.64
H 6.13450 -2.17197 1.10484 0.221 -0.011 0.127 0.32
H 6.86524 -2.15697 2.48901 -0.260 -0.006 -0.431 0.32


No. 2
19
Properties=species:S:1:pos:R:3:forces:R:3:mulliken_charge:R:1 method="wB97M-V/def2-TZVPD" charge=0 lumo_energy_ev=0.5797 smiles="C/C=C/O.O.O.O" homo_ev=-9.1886 homo_lumo_gap_ev=9.77 multiplicity=1
C -0.07763 -3.18738 -1.49267 -0.696 -0.848 -0.133 -0.96
C -0.68557 -1.87914 -1.09411 1.073 0.623 2.085 -0.06
C -1.64546 -1.73656 -0.18027 -0.058 -1.449 -1.039 -0.20
O -2.16380 -0.56288 0.28623 -0.116 0.292 -0.069 -0.48
H 0.64291 -3.66330 -0.81762 -0.006 0.692 0.411 0.16
H 0.50362 -3.00191 -2.39686 -0.436 -0.604 -0.316 0.30
H -0.87314 -3.97333 -1.54612 0.634 0.618 -0.693 0.34
H -0.04763 -1.00549 -1.21662 -0.294 0.174 -0.666 0.30
H -2.14717 -2.64126 0.16479 -0.185 0.200 0.269 0.29
H -2.51780 -0.11067 -0.48627 0.060 0.308 0.165 0.32
O 1.13837 5.61143 0.81333 0.103 0.245 0.418 -0.64
H 1.06982 5.70867 -0.13279 -0.044 -0.021 -0.385 0.31
H 1.15249 4.66763 0.97816 -0.126 -0.254 0.004 0.32
O -0.79009 3.07438 2.09779 -0.708 -0.242 0.442 -0.61
H -1.00234 3.67267 2.81941 0.441 0.551 0.031 0.32
H -1.53044 2.46194 2.22361 0.340 -0.306 -0.526 0.29
O 3.39704 -2.65502 -0.97513 0.013 0.264 0.084 -0.64
H 3.04555 -3.38392 -0.45859 -0.016 -0.075 0.052 0.32
H 3.33020 -1.88760 -0.39172 0.022 -0.168 -0.134 0.32


No. 3
19
Properties=species:S:1:pos:R:3:forces:R:3:mulliken_charge:R:1 method="wB97M-V/def2-TZVPD" charge=0 lumo_energy_ev=0.5095 smiles="C/C=C/O.O.O.O" homo_ev=-8.4837 homo_lumo_gap_ev=8.99 multiplicity=1
C -1.48984 0.21915 2.84766 0.111 -0.894 1.689 -1.06
C -1.11204 1.64877 2.90704 -1.863 1.339 -1.608 -0.19
C -2.02466 2.61554 2.64049 1.021 -0.824 -0.014 -0.08
O -1.79826 3.96609 2.83880 0.554 -1.568 0.049 -0.47
H -1.37408 -0.11494 3.88816 0.315 -0.326 0.028 0.28
H -2.56763 -0.00827 2.75550 0.533 0.346 -0.918 0.32
H -0.78484 -0.41188 2.28975 -0.600 0.156 -0.287 0.27
H -0.07050 1.89809 2.95104 0.481 0.169 0.680 0.30
H -2.95106 2.34485 2.16823 -0.577 0.263 0.305 0.34
H -0.96352 3.82699 3.31543 0.024 1.341 0.070 0.30
O 0.76487 -3.30200 -3.98073 0.486 -0.011 0.382 -0.65
H 1.59071 -2.87766 -3.68581 -0.336 0.132 -0.220 0.37
H 0.83584 -4.15268 -3.54136 -0.299 -0.267 -0.098 0.33
O 0.73718 -0.04480 -1.72548 0.303 0.403 -0.031 -0.63
H 0.06850 -0.66134 -1.43260 -0.097 -0.303 0.052 0.31
H 1.59035 -0.47303 -1.59429 -0.218 -0.096 -0.080 0.30
O 2.98473 -1.67476 -3.93681 -0.045 0.081 -0.225 -0.66
H 2.70439 -1.50536 -4.84715 0.049 0.022 0.214 0.31
H 3.85987 -1.29275 -3.85786 0.157 0.037 0.010 0.30


No. 4
19
Properties=species:S:1:pos:R:3:forces:R:3:mulliken_charge:R:1 method="wB97M-V/def2-TZVPD" charge=0 lumo_energy_ev=0.7370 smiles=OCCCO.O.O homo_ev=-10.1478 homo_lumo_gap_ev=10.88 multiplicity=1
O 0.13354 -0.24771 0.43999 -0.454 0.533 -0.178 -0.52
C -0.84730 0.75302 0.78542 0.597 -0.379 -0.039 -0.50
C -0.64929 2.06809 0.04867 -0.745 0.092 0.472 -0.60
C -1.61219 2.33371 -1.08908 0.637 0.875 -0.646 -0.51
O -1.47617 1.37224 -2.13335 -0.773 0.130 0.454 -0.45
H -0.14039 -1.04099 0.91016 0.175 -0.139 -0.154 0.30
H -1.85311 0.36036 0.64413 -0.168 0.011 -0.232 0.29
H -0.72251 0.94456 1.83512 -0.055 0.150 0.698 0.41
H -0.90316 2.82876 0.78357 -0.017 0.293 0.152 0.34
H 0.39110 2.27294 -0.16991 0.249 -0.330 -0.417 0.33
H -2.63351 2.46236 -0.71066 -0.041 -0.664 0.021 0.38
H -1.39212 3.32618 -1.51440 0.162 -0.060 0.132 0.30
H -2.31528 1.38366 -2.61580 0.430 -0.250 -0.065 0.27
O -0.07049 -1.12398 -2.35235 -0.292 -0.214 -0.434 -0.66
H -0.11469 -0.40271 -1.71170 0.214 -0.225 -0.012 0.35
H 0.79678 -1.52873 -2.29988 0.084 0.178 0.248 0.28
O 3.83461 -4.06233 4.01372 0.030 -0.139 -0.175 -0.64
H 4.68001 -4.10147 3.55449 0.025 0.086 0.081 0.32
H 3.29383 -4.70413 3.54070 -0.057 0.053 0.093 0.32


No. 5
19
Properties=species:S:1:pos:R:3:forces:R:3:mulliken_charge:R:1 method="wB97M-V/def2-TZVPD" charge=0 lumo_energy_ev=0.4951 smiles=OCCCO.O.O homo_ev=-9.9280 homo_lumo_gap_ev=10.42 multiplicity=1
O -0.16308 1.83176 -0.68908 0.667 2.809 2.562 -0.45
C -1.13117 0.92588 -0.77510 -3.867 -1.054 -2.037 -0.42
C -1.03776 -0.20740 0.22906 0.490 1.094 0.349 -0.40
C 0.38065 -0.43009 0.59933 1.808 0.009 0.260 -0.32
O 0.51376 -1.64501 1.37949 -0.448 0.893 -0.131 -0.50
H 0.50148 1.87900 -1.31900 1.571 -0.480 -1.840 0.29
H -2.08496 1.46060 -0.55232 0.361 -0.266 -0.195 0.20
H -1.29664 0.60821 -1.86643 0.396 -0.202 1.393 0.29
H -1.64134 -0.04477 1.13401 0.307 0.300 -0.151 0.20
H -1.40940 -1.08475 -0.16515 -0.981 -2.005 -1.108 0.27
H 1.10343 -0.65206 -0.23448 -0.952 0.935 0.161 0.19
H 0.71995 0.51388 1.15257 -0.026 -1.542 -0.688 0.29
H 0.90089 -1.25836 2.14674 0.483 -0.537 1.332 0.33
O -0.45652 -3.68423 -1.87808 -0.910 3.017 1.669 -0.65
H -1.16204 -3.69418 -1.17399 0.884 -0.661 -0.984 0.33
H -0.26346 -2.68338 -1.77453 0.052 -2.352 -0.658 0.33
O 2.08684 2.50288 0.98927 -1.259 -1.035 -2.538 -0.56
H 2.68514 2.30553 1.64723 2.071 -0.513 2.248 0.28
H 1.75423 3.35649 1.15049 -0.647 1.590 0.356 0.29


No. 6
19
Properties=species:S:1:pos:R:3:forces:R:3:mulliken_charge:R:1 method="wB97M-V/def2-TZVPD" charge=0 lumo_energy_ev=0.7631 smiles="C=CCO.O.O.O" homo_ev=-9.8253 homo_lumo_gap_ev=10.59 multiplicity=1
C -3.32835 0.31283 0.12484 0.105 -0.806 -0.638 -0.75
C -2.24287 0.22575 0.88179 -0.435 0.114 -0.207 -0.20
C -0.95935 -0.33522 0.32381 0.651 1.181 2.019 -0.23
O 0.13278 -0.01889 1.30202 -1.005 -1.272 -1.279 -0.62
H -4.32862 0.59322 0.44874 0.385 0.114 0.098 0.28
H -3.23344 -0.09935 -0.89469 -0.295 0.527 0.334 0.22
H -2.27497 0.48669 1.93946 0.252 0.009 -0.201 0.31
H -0.61251 0.15652 -0.57807 -0.578 -0.322 -0.588 0.30
H -1.04876 -1.41614 0.25135 0.171 -0.061 -0.308 0.34
H 0.70777 -0.76960 1.06813 0.775 0.342 0.566 0.34
O 1.43856 1.93242 -0.10483 -0.717 0.158 0.517 -0.75
H 0.97539 2.75893 0.09931 0.349 -0.133 -0.328 0.32
H 0.91067 1.28185 0.42038 0.420 0.083 0.206 0.38
O 1.98093 -0.12391 -1.87776 -0.162 -0.977 -0.020 -0.65
H 2.45155 0.26645 -2.61317 0.001 0.399 0.108 0.29
H 1.80622 0.54229 -1.19736 0.311 0.500 -0.450 0.42
O 2.20014 -1.90338 0.27612 -0.628 -0.251 1.011 -0.62
H 3.00304 -2.05587 0.77557 0.163 -0.008 -0.091 0.28
H 2.42187 -1.83460 -0.64563 0.236 0.401 -0.750 0.31


No. 7
20
Properties=species:S:1:pos:R:3:forces:R:3:mulliken_charge:R:1 method="wB97M-V/def2-TZVPD" charge=0 lumo_energy_ev=-3.7414 homo_ev=-8.8663 homo_lumo_gap_ev=5.12 multiplicity=1
O 1.21697 0.00410 -1.40063 -0.133 0.721 -0.409 -0.40
C -0.00605 -0.65755 -1.69841 1.111 -1.619 -0.258 -0.35
C -1.09720 0.22998 -1.30279 0.412 -0.457 -0.521 0.07
C -1.93114 0.10804 -0.10315 -0.398 0.826 0.612 -0.28
O -1.28847 0.71274 1.02843 -1.002 -0.314 -0.643 -0.48
H 0.07192 -0.80850 -2.78870 -0.863 0.101 0.111 0.33
H -1.29716 1.00433 -2.04028 0.084 0.498 0.390 0.32
H 0.05866 -1.61417 -1.16470 -0.663 0.331 -0.157 0.27
H -2.83981 0.68849 -0.26868 -0.165 -0.167 -0.041 0.33
H -2.14851 -0.93124 0.10980 0.149 -0.420 -0.065 0.25
H -0.33886 0.87104 0.83227 0.378 0.327 0.038 0.39
H -0.18487 -2.24237 1.54777 0.099 0.046 0.141 0.27
H 0.75359 -1.01934 1.19283 0.458 -0.579 0.178 0.40
O 0.11067 -1.71282 0.80466 -0.133 -0.070 0.105 -0.64
H 2.78123 -0.38219 1.51091 -0.001 -0.024 -0.065 0.24
H 1.50030 0.95110 1.09071 0.844 -1.040 0.392 0.50
O 1.90067 -0.10666 1.77263 -0.510 0.559 -0.213 -0.96
H 1.02943 0.83288 -0.93628 0.567 0.516 0.641 0.39
H 0.72786 2.31263 1.28696 0.102 0.221 -0.707 0.29
O 0.98078 1.75951 0.52665 -0.335 0.544 0.470 -0.94


No. 8
18
Properties=species:S:1:pos:R:3:forces:R:3:mulliken_charge:R:1 method="wB97M-V/def2-TZVPD" charge=0 lumo_energy_ev="-0.4056 / -0.4157" homo_ev="-7.3525 / -7.3011" homo_lumo_gap_ev="6.95 / 6.89" multiplicity=1
C -2.04565 1.73620 1.13312 -0.640 -0.498 1.942 -0.52
C 0.99137 -2.91680 1.22032 0.761 1.436 3.314 -0.95
C 0.27740 1.84960 -2.09369 -1.367 1.894 0.367 -0.90
O -1.75482 1.64607 -0.21748 0.656 0.269 -0.633 -0.26
Si 2.04771 -1.60071 0.36983 -1.795 -0.332 -0.998 0.28
Si -0.68311 0.68036 -1.03866 0.084 -1.163 0.085 0.10
H -1.70913 2.64399 1.70290 0.041 -0.331 -1.157 0.23
H -1.55724 0.89187 1.67962 -0.670 0.395 -0.191 0.22
H -3.15904 1.71481 1.25275 0.883 -0.232 0.075 0.22
H 0.97848 -2.76177 2.40803 0.333 -0.527 -2.493 0.24
H -0.03638 -2.83846 0.98287 -1.013 -0.042 -0.635 0.33
H 1.38858 -3.87391 0.95517 0.088 -0.720 0.088 0.32
H -0.57570 2.62670 -2.31530 1.819 -1.155 -0.047 0.25
H 1.12052 2.35989 -1.61480 -0.467 0.029 0.349 0.32
H 0.71924 1.43444 -2.96480 -0.094 -0.495 -1.079 0.34
H 2.55956 -2.39409 -0.82060 0.313 0.763 0.424 -0.08
H 2.95982 -0.87483 1.24759 0.475 -0.005 0.034 -0.08
H -1.52159 -0.32334 -1.88686 0.593 0.714 0.555 -0.07


For reference, energy relative to the best compared isomer or geometry (same formula, charge and spin) by record: 216.7; 155.4; 152.8; 96.6; 196.3; 90.8; 582.6; 407.4 kJ/mol.